w:
C3H7NO2S | ωB97M-V/def2-TZVPD

Geometry as ORCA input:
```
! wB97M-V def2-TZVPD RIJCOSX def2/J DEFGRID3
* xyz 0 1
C -0.898 0.432 -0.506
C -2.206 0.933 0.060
C 1.678 -1.547 -0.111
N 0.185 0.616 0.288
O -0.781 -0.121 -1.578
O 2.672 0.762 0.680
S 1.785 0.275 -0.359
H -2.143 2.004 0.243
H -2.420 0.431 1.002
H -3.005 0.732 -0.647
H 2.626 -1.979 -0.415
H 0.877 -1.915 -0.741
H 1.490 -1.760 0.934
H 0.139 1.137 1.151
*
```

The lowest unoccupied orbital energy comes out at 0.7 eV. Its frontier orbital gap is 10.15 eV.


x:
C3H7NO2S | ωB97M-V/def2-TZVPD

Geometry as ORCA input:
```
! wB97M-V def2-TZVPD RIJCOSX def2/J DEFGRID3
* xyz 0 1
C -0.551 -0.427 0.796
C -1.052 -1.762 1.373
C 1.334 1.140 -1.473
N 0.710 -0.041 1.016
O -1.262 0.209 0.039
O 2.247 1.862 0.878
S 1.046 1.451 0.254
H -1.419 -2.370 0.603
H -0.261 -2.363 1.721
H -1.823 -1.473 2.032
H 0.599 1.641 -2.122
H 2.359 1.285 -1.732
H 1.109 0.074 -1.474
H 0.138 2.635 0.307
*
```

The lowest unoccupied orbital energy comes out at -0.1 eV. Its frontier orbital gap is 9.32 eV.


y:
C3H7NO2S | ωB97M-V/def2-TZVPD

Geometry as ORCA input:
```
! wB97M-V def2-TZVPD RIJCOSX def2/J DEFGRID3
* xyz 0 1
C 0.094 0.009 -0.998
C -0.658 -1.120 -0.185
S -0.857 -2.533 -1.236
N 0.991 1.008 -0.249
C 0.469 1.736 0.878
O 1.568 1.906 1.766
O -0.692 2.060 1.142
H -0.650 0.762 -1.225
H 0.560 -0.412 -1.931
H 0.071 -1.224 0.683
H -1.613 -0.750 0.198
H -1.336 -3.446 -0.203
H 2.036 0.901 -0.098
H 1.261 2.166 2.660
*
```

The lowest unoccupied orbital energy comes out at 0.6 eV. Its frontier orbital gap is 9.95 eV.


Order of stability, best first: w, y, x


w:
C3H7NO2S | ωB97M-V/def2-TZVPD

Geometry as ORCA input:
```
! wB97M-V def2-TZVPD RIJCOSX def2/J DEFGRID3
* xyz 0 1
C 0.535 1.210 -0.282
C 2.858 -0.683 -0.708
C -0.747 1.343 -0.139
N -1.592 -0.634 1.496
O -3.151 0.278 -0.261
O -1.253 -1.156 -0.962
S -1.787 -0.136 -0.105
H 1.355 1.888 -0.340
H 2.831 -0.418 -1.740
H 2.317 -1.542 -0.382
H 3.486 -0.142 -0.029
H -1.362 2.228 -0.038
H -2.482 -0.785 1.944
H -1.006 -1.451 1.546
*
```

The lowest unoccupied orbital energy (spin up / spin down) comes out at -0.9 / 0.0 eV. Its frontier orbital gap (spin up / spin down) is 8.16 / 9.87 eV.


x:
C3H7NO2S | ωB97M-V/def2-TZVPD

Geometry as ORCA input:
```
! wB97M-V def2-TZVPD RIJCOSX def2/J DEFGRID3
* xyz 0 1
C -0.520 -1.914 0.064
C 1.423 1.734 -0.123
C -0.126 -0.463 0.210
N -1.462 0.301 -0.043
O -1.676 1.229 0.735
O -2.019 0.079 -1.090
S 1.095 0.092 -0.899
H -1.199 -2.224 0.746
H -0.674 -2.120 -0.972
H 0.423 -2.535 0.300
H 1.751 2.123 -1.084
H 2.137 1.779 0.710
H 0.569 2.277 0.263
H 0.277 -0.358 1.184
*
```

The lowest unoccupied orbital energy comes out at 0.2 eV. Its frontier orbital gap is 9.69 eV.


Order of stability, best first: x, w


w:
C5H17N2O | ωB97M-V/def2-TZVPD

Geometry as ORCA input:
```
! wB97M-V def2-TZVPD RIJCOSX def2/J DEFGRID3
* xyz 1 1
N 1.314 0.182 1.275
C 0.550 1.456 1.012
C 1.298 2.379 0.013
C -0.906 1.173 0.428
N -1.406 -0.193 0.651
C -1.383 -1.109 -0.524
C -1.155 -2.563 0.027
H 2.123 0.103 1.832
H 0.579 -0.547 1.524
H 1.679 -0.222 0.276
H 0.324 1.948 2.002
H 1.196 3.439 0.250
H 0.946 2.426 -1.034
H 2.267 2.173 0.027
H -1.527 1.979 0.951
H -1.118 1.415 -0.641
H -2.147 -0.167 1.334
H -2.551 -1.117 -0.866
H -0.747 -0.757 -1.311
H -1.536 -2.819 1.000
H -0.139 -2.980 -0.126
H -1.836 -3.110 -0.707
H 1.575 -1.768 -2.284
H 1.210 -0.460 -2.972
O 1.391 -0.861 -2.137
*
```

The lowest unoccupied orbital energy comes out at -3.0 eV. Its frontier orbital gap is 9.51 eV.


x:
C5H17N2O | ωB97M-V/def2-TZVPD

Geometry as ORCA input:
```
! wB97M-V def2-TZVPD RIJCOSX def2/J DEFGRID3
* xyz 1 1
N -1.269 -0.551 2.159
C 0.064 -0.208 1.718
C 0.771 0.673 2.734
C -0.100 0.535 0.384
N -0.580 -0.291 -0.613
C -1.001 0.301 -1.800
C 0.816 -3.060 -1.903
H -0.254 -2.944 -2.075
H -1.822 -0.974 1.419
H -1.248 -1.215 2.924
H 0.714 -1.061 1.492
H 1.025 0.113 3.633
H 1.704 1.072 2.316
H 0.143 1.516 3.009
H -0.734 1.445 0.452
H 0.879 0.945 0.077
H -0.211 0.951 -2.201
H -1.271 -0.449 -2.540
H -1.819 0.990 -1.525
H 1.145 -2.349 -1.150
H 1.359 -2.914 -2.834
H 1.032 -4.061 -1.521
H 0.234 4.415 -0.856
H 0.554 3.465 -1.973
O -0.132 3.656 -1.324
*
```

The lowest unoccupied orbital energy comes out at -8.2 eV. Its frontier orbital gap is 5.46 eV.


Order of stability, best first: w, x


w:
C5H17N2O | ωB97M-V/def2-TZVPD

Geometry as ORCA input:
```
! wB97M-V def2-TZVPD RIJCOSX def2/J DEFGRID3
* xyz 1 1
C 1.078 -1.900 -1.001
C -0.005 -0.938 -1.484
C -0.739 -0.218 -0.331
C 0.247 0.595 0.541
N 0.989 1.561 -0.242
C 0.767 2.927 0.181
N 0.548 -2.714 0.147
H 1.943 -1.333 -0.667
H 1.391 -2.580 -1.787
H 0.455 -0.206 -2.144
H -0.723 -1.467 -2.119
H -1.427 -0.809 0.276
H -1.390 0.455 -0.895
H 0.916 -0.091 1.082
H -0.377 1.017 1.313
H 1.977 1.358 -0.262
H 1.222 3.687 -0.451
H 1.150 3.165 1.188
H -0.289 3.186 0.262
H -0.440 -2.872 -0.008
H 0.521 -2.147 1.001
H 1.107 -3.541 0.347
H -3.415 0.758 2.297
H -2.836 1.410 1.066
O -2.672 0.697 1.689
*
```

The lowest unoccupied orbital energy comes out at -3.4 eV. Its frontier orbital gap is 8.61 eV.


x:
C5H17N2O | ωB97M-V/def2-TZVPD

Geometry as ORCA input:
```
! wB97M-V def2-TZVPD RIJCOSX def2/J DEFGRID3
* xyz 1 1
C -0.599 1.585 1.207
C -0.307 1.312 -0.249
C 0.424 0.067 -0.637
C -0.351 -1.181 -0.285
N -1.613 -1.240 -1.000
C -1.492 -1.285 -2.459
N 0.659 1.423 2.043
H -1.332 0.835 1.564
H -1.032 2.583 1.352
H -1.364 1.242 -0.603
H 0.228 2.154 -0.720
H 1.406 0.175 -0.151
H 0.667 0.015 -1.714
H -0.502 -1.305 0.805
H 0.183 -2.171 -0.378
H -2.297 -1.871 -0.624
H -2.465 -1.543 -2.855
H -0.762 -2.009 -2.802
H -1.214 -0.285 -2.841
H 1.446 1.888 1.588
H 0.736 0.405 2.081
H 0.626 1.838 2.975
H 3.214 -0.986 0.454
H 3.012 -1.022 2.034
O 2.729 -0.623 1.216
*
```

The lowest unoccupied orbital energy comes out at -3.4 eV. Its frontier orbital gap is 8.28 eV.


y:
C5H17N2O | ωB97M-V/def2-TZVPD

Geometry as ORCA input:
```
! wB97M-V def2-TZVPD RIJCOSX def2/J DEFGRID3
* xyz 1 1
C 0.162 -2.293 -1.915
N 1.064 -2.129 -0.839
C -2.926 1.764 6.974
C -0.197 -0.894 -2.540
N 0.977 -0.390 -3.108
C 1.888 0.370 -2.303
C 1.350 1.751 -1.906
H -0.785 -2.774 -1.626
H 0.625 -2.950 -2.668
H -3.201 1.426 5.974
H -2.853 0.882 7.615
H -3.676 2.454 7.348
H -1.959 2.258 6.928
H -0.610 -0.284 -1.719
H -0.953 -1.035 -3.308
H 0.829 0.011 -4.040
H 1.329 -3.000 -0.374
H 2.826 0.425 -2.839
H 2.067 -0.222 -1.385
H 0.463 1.685 -1.286
H 2.110 2.253 -1.316
H 1.118 2.332 -2.790
H 0.630 -1.405 -0.161
H -0.266 -0.056 1.105
O -0.010 -0.177 0.178
*
```

The lowest unoccupied orbital energy comes out at -8.9 eV. Its frontier orbital gap is 4.98 eV.


Order of stability, best first: w, x, y


w:
C5H15NO2 | ωB97M-V/def2-TZVPD

Geometry as ORCA input:
```
! wB97M-V def2-TZVPD RIJCOSX def2/J DEFGRID3
* xyz 1 2
C -1.354 -1.437 0.096
N -0.450 -0.555 -0.670
C -0.744 0.883 -0.741
C 0.882 3.979 0.911
C 0.524 2.842 0.009
C -0.322 1.833 0.369
H -1.356 -1.184 1.182
H -1.076 -2.487 -0.125
H -2.346 -1.105 -0.356
H 0.610 -0.597 -0.420
H -0.240 1.382 -1.583
H -1.801 0.937 -0.631
H 1.891 3.814 1.257
H 0.217 4.103 1.806
H 0.906 5.049 0.481
H 0.985 3.155 -0.967
H -0.677 1.717 1.510
H -1.545 -4.853 -0.644
H -1.112 -5.451 -1.974
O -1.728 -5.591 -1.213
H 3.699 -2.399 0.651
H 2.204 -2.064 0.149
O 2.834 -1.969 0.902
*
```

The expectation value of S² is 0.757. The lowest unoccupied orbital energy (spin up / spin down) comes out at -3.4 / -8.2 eV. Its frontier orbital gap (spin up / spin down) is 10.84 / 5.80 eV.


x:
C5H15NO2 | ωB97M-V/def2-TZVPD

Geometry as ORCA input:
```
! wB97M-V def2-TZVPD RIJCOSX def2/J DEFGRID3
* xyz 1 2
C 0.560 -0.812 0.087
N -0.678 -0.003 0.483
C -0.986 0.847 -0.771
C -0.033 1.051 1.457
C 1.463 1.420 0.798
C 1.770 0.078 0.167
H 0.751 -1.685 0.930
H 0.356 -1.418 -0.837
H -0.643 1.872 -0.930
H -0.666 0.209 -1.560
H -2.087 1.046 -0.891
H -0.634 1.926 1.414
H 0.102 0.598 2.372
H 1.493 2.178 0.057
H 2.126 1.764 1.664
H 2.776 -0.367 0.531
H 2.174 0.125 -0.862
H -2.955 -0.520 0.899
H -2.941 0.757 1.517
O -3.648 0.193 1.200
H 1.086 -1.613 -2.694
H 2.559 -2.257 -2.660
O 1.724 -2.454 -2.794
*
```

The expectation value of S² is 0.755. The lowest unoccupied orbital energy (spin up / spin down) comes out at -3.2 / -9.0 eV. Its frontier orbital gap (spin up / spin down) is 11.83 / 5.97 eV.


Order of stability, best first: w, x


w:
C3H11N2O2 | ωB97M-V/def2-TZVPD

Geometry as ORCA input:
```
! wB97M-V def2-TZVPD RIJCOSX def2/J DEFGRID3
* xyz 1 1
N 1.549 0.562 0.706
C 0.166 1.064 0.659
C -0.390 -0.143 0.003
N -1.653 -0.340 -0.617
C -2.635 0.679 -0.950
O 0.178 -1.259 -0.021
H 1.556 -0.811 0.650
H 2.187 0.823 1.477
H 2.236 0.734 -0.162
H -0.146 1.370 1.741
H -0.038 2.030 0.148
H -1.865 -1.248 -0.928
H -3.571 0.627 -0.261
H -2.991 0.372 -1.894
H -2.209 1.700 -1.123
H 3.097 -1.614 -0.223
H 1.995 -2.684 0.264
O 2.534 -1.864 0.530
*
```

The lowest unoccupied orbital energy comes out at -3.4 eV. Its frontier orbital gap is 10.16 eV.


x:
C3H11N2O2 | ωB97M-V/def2-TZVPD

Geometry as ORCA input:
```
! wB97M-V def2-TZVPD RIJCOSX def2/J DEFGRID3
* xyz 1 1
N -0.394 1.616 1.104
C -0.862 0.215 0.678
C -1.702 0.388 -0.578
C 0.390 -0.586 0.413
N 0.074 -1.878 0.041
O 1.530 -0.272 0.653
H 0.634 1.600 1.145
H -0.705 1.731 2.062
H -0.779 2.306 0.449
H -1.464 -0.216 1.480
H -1.548 0.027 -1.606
H -1.878 1.484 -0.823
H -2.797 0.103 -0.445
H 0.834 -2.530 -0.039
H -0.875 -2.203 0.033
H 1.965 0.332 -1.544
H 0.902 -0.147 -2.645
O 1.036 0.217 -1.757
*
```

The lowest unoccupied orbital energy comes out at -3.4 eV. Its frontier orbital gap is 10.90 eV.


Order of stability, best first: x, w